DFT (ωB97M-V/def2-TZVPD) results for a 13-piece molecular cluster, C18H62N16O13 overall at a distorted geometry.

Cartesian coordinates (Å):
O1 -14.40746 -8.40032 30.00390
H1 -12.11984 -15.31767 30.72928
H2 -12.40216 -13.39642 29.28717
H3 -17.44694 -9.15847 31.67600
H4 -11.20009 -9.91702 33.49586
O2 -14.07902 -12.55122 27.02649
H5 -18.55426 -12.51344 29.69152
H6 -15.93710 -8.86715 30.97969
N1 -10.80759 -9.44634 32.70693
H7 -17.26018 -12.95427 36.02448
C1 -18.69165 -9.52557 28.13262
C2 -14.79101 -6.07296 33.02432
N2 -16.54887 -9.54305 31.40902
C3 -16.37494 -10.86488 31.55168
C4 -19.78376 -7.94418 33.40747
H8 -16.95933 -6.24242 30.28470
H9 -14.25370 -14.05981 35.30511
H10 -18.78533 -13.55758 28.45065
H11 -15.59756 -13.64145 34.26663
H12 -14.97491 -7.14201 32.93014
H13 -18.46467 -10.66822 35.89927
C5 -12.47830 -12.12637 31.12927
H14 -18.92499 -11.06305 34.29791
O3 -18.47842 -3.71349 29.23219
C6 -17.96899 -12.71645 35.22422
H15 -18.92031 -13.13182 35.56895
H16 -17.18353 -10.81714 34.64901
H17 -19.45037 -10.25859 26.35167
H18 -22.16020 -11.32562 31.50395
H19 -17.08581 -11.49009 26.78149
N3 -12.64066 -14.35463 33.35223
N4 -16.20284 -11.75972 27.17630
H20 -12.44614 -9.28407 27.65289
H21 -19.28584 -11.48875 31.83221
H22 -13.15875 -8.98684 33.20470
H23 -16.20608 -3.01645 29.93236
C7 -13.99368 -8.81052 28.89279
O4 -17.30039 -11.56217 32.02389
H24 -21.16287 -11.50518 34.03587
N5 -12.89427 -8.77379 32.26616
H25 -16.14489 -11.71481 28.17923
H26 -19.39997 -6.38871 34.77743
N6 -16.42585 -3.93981 30.27372
C8 -12.61414 -13.41573 30.36170
N7 -17.73650 -5.76146 29.86802
O5 -11.18159 -8.33727 30.76127
O6 -17.73103 -9.01776 28.71152
H27 -16.96336 -14.03159 30.90833
H28 -13.69825 -4.45129 32.04348
C9 -18.49053 -13.59732 29.50125
H29 -12.97247 -12.25163 32.09667
H30 -14.51695 -9.31657 27.01885
C10 -13.97764 -14.08791 33.24690
H31 -22.28651 -12.81211 33.43655
H32 -20.57698 -13.07920 33.43653
N8 -20.08295 -6.93206 34.29126
H33 -12.22851 -14.41512 34.26213
H34 -13.66078 -13.75336 30.33158
O7 -14.37561 -5.78056 30.62040
H35 -11.45166 -11.83488 31.34623
H36 -19.74819 -9.98993 29.78743
O8 -14.57745 -14.02597 32.16982
H37 -9.83678 -9.19695 32.63255
H38 -12.06649 -14.34080 32.52744
O9 -16.99897 -15.39914 29.33112
N9 -12.70037 -8.90646 28.54714
H39 -15.05631 -12.32695 31.19020
C11 -21.26467 -11.84651 31.84003
N10 -18.67396 -9.80165 26.78806
H40 -18.07745 -9.16659 26.27999
H41 -14.26885 -5.87336 33.96317
H42 -21.03710 -7.05699 34.57217
O10 -17.59331 -13.35324 33.99734
H43 -12.89276 -6.00655 31.95708
N11 -14.59576 -13.77802 34.40624
H44 -12.99027 -11.31432 30.61140
H45 -16.27656 -12.40756 24.73056
H46 -16.11990 -15.69840 29.59436
H47 -11.92984 -8.75007 29.19940
O11 -18.67235 -8.16377 32.92801
N12 -14.88541 -9.17163 27.93831
O12 -11.87683 -14.43923 31.02845
H48 -21.15566 -12.71433 31.18638
C12 -11.63572 -8.84564 31.79521
C13 -13.87255 -5.52127 31.93711
H49 -13.60008 -8.43738 31.62007
N13 -15.44375 -12.67452 25.21911
H50 -14.70135 -13.08234 24.68074
H51 -15.71668 -4.63985 30.48568
N14 -15.22913 -11.34313 31.02944
H52 -17.28359 -12.66168 33.36343
O13 -20.11542 -10.99565 31.67808
C14 -18.12460 -11.21926 35.02011
C15 -15.16761 -12.32680 26.50747
H53 -14.16574 -6.70291 30.35172
H54 -19.22003 -13.99382 30.20580
H55 -14.58480 -10.72372 30.57391
H56 -18.64120 -6.18869 29.83343
H57 -16.30763 -13.48592 29.31833
H58 -20.22594 -10.88333 28.39373
C16 -17.57476 -4.41183 29.69556
H59 -15.85924 -9.02148 28.15445
N15 -19.73040 -10.10506 28.78188
N16 -20.85779 -8.68846 33.01387
H60 -15.73210 -5.52519 32.97688
H61 -21.79680 -8.60809 33.35237
C17 -17.09037 -14.05703 29.82401
H62 -20.55728 -9.52198 32.49268
C18 -21.32972 -12.29767 33.31395

Output
Charge ... 0
Gap between HOMO and LUMO ... 9.10 eV
ΔE to the lowest compared entry with this formula, charge and spin ... 0.0 kcal/mol
M ... 710.8 g/mol
Spin multiplicity ... 1

Here are the Löwdin charges for atoms 1 to 6, given in e: -0.0875, 0.1144, 0.1124, 0.0648, 0.0927, 0.0092

DFT (ωB97M-V/def2-TZVPD) results for one molecule with the formula C5H8O.

Cartesian coordinates (Å):
C1 0.65022 1.67737 -1.30506
H1 0.11505 2.44314 -1.88275
H2 -0.72412 1.60117 0.39519
H3 1.44055 -0.00696 -1.70936
C2 -0.19528 -1.03227 1.17381
H4 1.41321 2.19651 -0.69794
C3 0.22166 -0.33790 0.15925
H5 0.58842 -1.79150 1.65518
H6 -1.60005 -2.68074 1.21320
H7 -0.74632 -2.32679 2.82346
C4 -0.88346 -2.07247 1.77481
H8 -1.18870 0.60257 -0.99164
C5 -0.33032 0.93471 -0.38363
O1 1.23913 0.79316 -2.22452

Output
Charge ... 0
Gap between HOMO and LUMO ... 8.31 eV
ΔE to the lowest compared entry with this formula, charge and spin ... 129.0 kcal/mol
M ... 84.1 g/mol
Spin multiplicity ... 1

Here are the natural (NBO) charges for atoms 1 to 6, given in e: -0.0478, 0.1761, 0.2155, 0.4795, -0.3357, 0.1519

Q: Which of these has the highest gap between HOMO and LUMO?
A: C18H62N16O13